Below is a 7-piece molecular cluster, C81H181F2NO7P5S2 overall at a distorted geometry, with properties calculated with ωB97M-V/def2-TZVPD.

The geometry in XYZ format:
```
279
C81H181F2NO7P5S2 | OMol25 | ωB97M-V/def2-TZVPD
C -7.44593 1.00347 3.91725
C -8.19528 2.33344 4.53809
C -9.35502 1.93857 5.52098
C -10.26182 3.19547 5.65605
P -11.32546 3.59890 7.18780
C -12.68595 2.25946 7.15872
C -12.18949 0.83083 7.40432
C -13.23478 -0.26725 7.33898
C -12.77290 -1.66804 7.81373
C -11.97210 5.30939 7.15593
C -12.37588 5.90682 5.79250
C -13.51099 6.92864 5.68420
C -13.33048 8.21890 6.58228
C -10.09789 3.18350 8.60919
C -8.97490 4.21766 8.76821
C -8.06246 3.74190 9.92415
C -6.73739 4.46622 9.98924
H -8.12660 0.15226 3.93214
H -6.50829 0.80108 4.43490
H -7.18290 1.27536 2.89500
H -8.70121 2.83393 3.71248
H -7.59884 3.09339 5.04289
H -9.00077 1.70730 6.52554
H -9.90945 1.09585 5.10801
H -11.00788 3.33193 4.87317
H -9.62138 4.06373 5.50095
H -13.14105 2.31399 6.16977
H -13.38251 2.66346 7.89335
H -11.63667 0.78375 8.34255
H -11.41864 0.61878 6.66342
H -13.69505 -0.13473 6.35986
H -13.95449 0.12290 8.05863
H -13.72260 -2.19813 7.88562
H -12.33595 -1.56367 8.80685
H -12.01411 -2.18238 7.22400
H -11.12919 5.85850 7.57556
H -12.76502 5.47507 7.88526
H -12.80824 5.12217 5.17163
H -11.57033 6.26890 5.15368
H -14.44103 6.40178 5.89762
H -13.60033 7.18724 4.62909
H -12.42940 8.73091 6.24465
H -13.16150 7.92161 7.61726
H -14.16325 8.91688 6.49620
H -9.76415 2.14659 8.57013
H -10.77294 3.16902 9.46488
H -9.37486 5.20898 8.98129
H -8.39615 4.18609 7.84508
H -7.66137 2.76229 9.66416
H -8.46442 3.54037 10.91709
H -6.81494 5.46294 10.42354
H -6.36447 4.69312 8.99047
H -5.94539 3.96868 10.54897
C 5.19079 0.78741 9.27123
C 4.65142 -0.42322 8.56525
C 5.42960 -1.74097 8.83757
C 4.92947 -2.63623 9.85846
P 3.69056 -3.72518 9.26717
C 2.19465 -2.83405 8.65615
C 0.90805 -3.59225 8.28357
C -0.35859 -2.67332 7.98704
C -1.03117 -2.13396 9.25286
C 4.26618 -4.64914 7.83528
C 5.47127 -5.64643 7.95308
C 5.82681 -6.17463 6.54301
C 7.03611 -7.14002 6.43448
C 3.26598 -5.17417 10.29761
C 4.35361 -5.58544 11.34590
C 4.19826 -7.06316 11.47742
C 2.99276 -7.51796 12.16465
H 5.72689 0.49237 10.17325
H 4.38893 1.51698 9.38463
H 6.03108 1.15253 8.68072
H 4.75572 -0.19359 7.50483
H 3.56166 -0.40204 8.57366
H 6.40318 -1.40690 9.19622
H 5.63521 -2.29267 7.92027
H 4.71135 -2.01880 10.72984
H 5.77037 -3.30468 10.04331
H 2.39054 -2.32655 7.71159
H 1.90570 -2.07116 9.37906
H 0.62748 -4.44960 8.89539
H 1.24261 -4.07457 7.36513
H -1.14362 -3.23704 7.48300
H -0.08346 -1.74027 7.49528
H -1.33473 -2.87993 9.98737
H -1.71086 -1.34458 8.93192
H -0.29614 -1.56699 9.82414
H 4.42063 -3.85854 7.10097
H 3.36878 -5.13644 7.45411
H 5.28581 -6.44747 8.66865
H 6.40524 -5.18733 8.27716
H 5.89046 -5.40406 5.77472
H 4.99377 -6.78000 6.18569
H 6.83809 -8.04022 7.01632
H 7.95694 -6.66470 6.77245
H 7.22227 -7.40779 5.39442
H 2.97610 -5.97719 9.61996
H 2.31188 -4.89131 10.74234
H 4.21273 -5.15036 12.33533
H 5.37327 -5.39668 11.01008
H 5.04721 -7.38154 12.08241
H 4.21776 -7.37368 10.43277
H 2.04200 -7.22333 11.72042
H 3.02273 -7.14350 13.18786
H 3.00348 -8.59938 12.02863
C -2.06158 4.31795 -3.36983
C -0.69218 4.87813 -3.75908
C -0.49348 6.20353 -3.01280
C -0.69431 6.02115 -1.46256
P -0.43536 7.40116 -0.25853
C -1.02117 6.87054 1.45028
C -1.00799 7.94966 2.56022
C 0.12516 7.76957 3.56374
C 0.03843 6.43940 4.33746
C 1.34142 7.66159 -0.11962
C 2.11820 6.43314 0.36743
C 3.68230 6.64344 0.44956
C 4.21837 7.15560 1.86782
C -1.21450 8.96763 -0.86422
C -0.25819 10.02521 -1.59768
C -1.10207 11.15453 -2.14750
C -0.38633 12.37346 -2.77559
H -1.97680 3.96792 -2.34105
H -2.47900 3.51941 -3.98317
H -2.82431 5.09663 -3.36775
H -0.64040 4.99997 -4.84101
H 0.07137 4.16319 -3.45258
H -1.17281 6.99674 -3.32493
H 0.49970 6.55760 -3.28910
H -0.06874 5.17563 -1.17644
H -1.60423 5.50123 -1.16286
H -0.38022 6.05930 1.79551
H -2.08203 6.62961 1.38224
H -1.99639 8.10237 2.99362
H -1.01909 8.91787 2.05968
H -0.06044 8.57094 4.27891
H 1.10514 7.81917 3.08913
H 0.82184 5.73418 4.05988
H -0.87147 5.86624 4.15948
H 0.13584 6.64539 5.40337
H 1.63798 8.54243 0.44984
H 1.75554 7.83222 -1.11334
H 1.97045 5.56067 -0.26902
H 1.91774 6.10584 1.38762
H 4.08796 7.31696 -0.30536
H 4.04557 5.66632 0.13117
H 3.77149 6.59891 2.69151
H 3.98649 8.22006 1.90344
H 5.28777 6.94653 1.83976
H -1.68060 9.52743 -0.05337
H -1.90220 8.49235 -1.56371
H 0.27109 9.46996 -2.37206
H 0.53653 10.34666 -0.92448
H -1.71542 11.69329 -1.42526
H -1.85005 10.83646 -2.87377
H -1.12922 13.05264 -3.19385
H 0.12239 12.25201 -3.73191
H 0.32505 12.97665 -2.21150
C 12.46290 -2.59606 2.23103
C 11.29731 -1.64689 1.75187
C 10.72620 -2.12985 0.34657
C 9.72090 -1.15709 -0.31506
P 9.20535 -1.52096 -1.94423
C 10.44048 -1.75305 -3.28270
C 11.30301 -0.50636 -3.47484
C 11.85758 -0.50475 -4.88203
C 12.66700 0.80094 -5.25458
C 8.27495 0.01091 -2.32574
C 7.74586 0.25049 -3.71857
C 6.70215 1.25548 -4.04083
C 6.55323 1.55136 -5.53460
C 8.03480 -2.99158 -1.98889
C 7.91657 -3.86941 -3.22332
C 6.87256 -4.95580 -3.07928
C 7.12688 -5.84866 -1.77532
H 11.97617 -3.56859 2.30439
H 12.73401 -2.26365 3.23308
H 13.36441 -2.73146 1.63351
H 11.48096 -0.57419 1.69101
H 10.48252 -1.61639 2.47527
H 10.37340 -3.16099 0.36571
H 11.52742 -2.16550 -0.39159
H 10.21296 -0.19150 -0.43170
H 8.77489 -1.05652 0.21697
H 9.83312 -1.83108 -4.18444
H 10.91671 -2.73028 -3.20330
H 12.18896 -0.55954 -2.84209
H 10.78906 0.42488 -3.23665
H 10.96240 -0.57761 -5.49965
H 12.50488 -1.36160 -5.06886
H 13.03830 1.02054 -6.25559
H 13.53487 0.70986 -4.60142
H 12.19255 1.71225 -4.89059
H 8.91779 0.84269 -2.03762
H 7.42363 0.07475 -1.64805
H 7.23570 -0.69859 -3.88318
H 8.57657 0.17990 -4.42076
H 7.04158 2.23451 -3.70263
H 5.80839 1.15053 -3.42578
H 6.03830 2.48385 -5.76578
H 5.98512 0.71883 -5.94962
H 7.47960 1.59922 -6.10700
H 7.07147 -2.58595 -1.67980
H 8.33910 -3.68726 -1.20688
H 8.83379 -4.44753 -3.33537
H 7.80088 -3.42027 -4.20972
H 7.05865 -5.71336 -3.84058
H 5.85054 -4.58558 -3.15998
H 6.73849 -5.33561 -0.89552
H 8.20762 -5.99038 -1.77517
H 6.77341 -6.86911 -1.92309
C -3.61149 1.22998 -12.95632
C -2.53081 0.36166 -13.64634
C -2.93445 -1.10682 -13.87865
C -1.67268 -2.08573 -14.12165
P -2.01947 -3.84946 -14.06620
C -1.87013 -4.47481 -12.31878
C -2.67755 -3.60156 -11.30775
C -2.76320 -4.16532 -9.83695
C -1.50502 -3.73476 -9.01125
C -1.09817 -4.87716 -15.16533
C -1.05222 -4.20091 -16.57657
C -0.30827 -5.19960 -17.50858
C -0.24426 -4.54615 -18.85266
C -3.83993 -4.05396 -14.40738
C -4.25726 -5.55314 -14.18109
C -5.79309 -5.58611 -14.06610
C -6.65349 -4.81427 -15.18365
H -4.62782 1.14784 -13.34158
H -3.31572 2.27105 -12.82670
H -3.62766 0.92543 -11.90986
H -1.67559 0.23310 -12.98287
H -2.22717 0.88513 -14.55291
H -3.65286 -1.13087 -14.69805
H -3.39008 -1.28532 -12.90467
H -0.83876 -1.82176 -13.47128
H -1.17551 -1.85033 -15.06266
H -0.80807 -4.57436 -12.09467
H -2.23706 -5.50054 -12.28195
H -3.67948 -3.51410 -11.72798
H -2.30816 -2.57637 -11.28280
H -2.73352 -5.24601 -9.97595
H -3.62988 -3.83048 -9.26700
H -1.46132 -4.07316 -7.97604
H -1.41609 -2.65671 -8.87706
H -0.60558 -4.00621 -9.56391
H -1.52385 -5.88012 -15.13421
H -0.07446 -4.85341 -14.79175
H -0.49966 -3.26340 -16.51447
H -2.08800 -4.09825 -16.90019
H -0.69863 -6.21373 -17.42339
H 0.67020 -5.37762 -17.06250
H -1.21751 -4.14520 -19.13574
H 0.05326 -5.25596 -19.62451
H 0.42792 -3.69378 -18.95131
H -3.88258 -3.68455 -15.43198
H -4.49867 -3.43722 -13.79598
H -3.84117 -6.03226 -13.29485
H -3.92649 -6.14756 -15.03279
H -5.91878 -5.03928 -13.13160
H -6.14860 -6.61069 -13.95674
H -6.42817 -5.16811 -16.18969
H -6.56538 -3.73042 -15.25862
H -7.70146 -4.97146 -14.92843
O 0.55079 -2.40118 0.85688
C 1.31495 -1.50913 1.40265
O 2.48703 -1.84833 1.64857
O 0.88245 -0.33544 1.53735
H 1.02309 -3.22378 1.00474
N -1.00744 -9.91552 2.82506
S 0.29750 -10.14168 3.48316
O 0.55450 -9.39062 4.72378
O 1.35548 -10.67785 2.69003
F -0.16412 -11.60535 4.20105
S -0.45076 -8.68678 1.82907
O -0.66655 -8.86285 0.43847
O 0.59171 -7.82649 2.25547
F -1.76673 -7.81870 2.16901
```

- E_LUMO (eV) = -3.57
- DFT total energy (Ha) = -6478.044066
- F_max (hartree/bohr) = 0.2069
- Kohn-Sham gap (Ha) = 0.1817
- total charge = +3
- energy above the lowest of the compared OMol25 structures with the same formula, charge and spin (kJ/mol) = 406.1

Here are the Mulliken charges for atoms 1 to 99, given in e: number 1, C, carries -1.09; number 2, C, carries -0.78; number 3, C, carries -0.45; number 4, C, carries -1.49; number 5, P, carries 0.72; number 6, C, carries -0.99; number 7, C, carries -0.20; number 8, C, carries -0.55; number 9, C, carries -1.27; number 10, C, carries -0.54; number 11, C, carries -0.78; number 12, C, carries -0.93; number 13, C, carries -1.10; number 14, C, carries -1.34; number 15, C, carries -0.41; number 16, C, carries -0.50; number 17, C, carries -1.40; number 18, H, carries 0.33; number 19, H, carries 0.30; number 20, H, carries 0.33; number 21, H, carries 0.37; number 22, H, carries 0.43; number 23, H, carries 0.19; number 24, H, carries 0.54; number 25, H, carries 0.63; number 26, H, carries 0.63; number 27, H, carries 0.54; number 28, H, carries 0.56; number 29, H, carries 0.34; number 30, H, carries -0.04; number 31, H, carries 0.39; number 32, H, carries 0.36; number 33, H, carries 0.38; number 34, H, carries 0.35; number 35, H, carries 0.35; number 36, H, carries 0.50; number 37, H, carries 0.52; number 38, H, carries 0.31; number 39, H, carries 0.45; number 40, H, carries 0.36; number 41, H, carries 0.42; number 42, H, carries 0.32; number 43, H, carries 0.28; number 44, H, carries 0.37; number 45, H, carries 0.62; number 46, H, carries 0.70; number 47, H, carries 0.35; number 48, H, carries 0.18; number 49, H, carries 0.29; number 50, H, carries 0.42; number 51, H, carries 0.34; number 52, H, carries 0.33; number 53, H, carries 0.39; number 54, C, carries -1.34; number 55, C, carries -0.44; number 56, C, carries -1.14; number 57, C, carries -0.38; number 58, P, carries 0.77; number 59, C, carries -1.02; number 60, C, carries -0.94; number 61, C, carries -0.54; number 62, C, carries -1.23; number 63, C, carries -1.65; number 64, C, carries -0.22; number 65, C, carries -0.63; number 66, C, carries -1.34; number 67, C, carries -1.53; number 68, C, carries -0.52; number 69, C, carries -0.49; number 70, C, carries -1.42; number 71, H, carries 0.33; number 72, H, carries 0.37; number 73, H, carries 0.33; number 74, H, carries 0.43; number 75, H, carries 0.21; number 76, H, carries 0.56; number 77, H, carries 0.43; number 78, H, carries 0.51; number 79, H, carries 0.39; number 80, H, carries 0.55; number 81, H, carries 0.50; number 82, H, carries 0.48; number 83, H, carries 0.38; number 84, H, carries 0.37; number 85, H, carries 0.31; number 86, H, carries 0.34; number 87, H, carries 0.37; number 88, H, carries 0.30; number 89, H, carries 0.82; number 90, H, carries 0.79; number 91, H, carries -0.06; number 92, H, carries 0.31; number 93, H, carries 0.45; number 94, H, carries 0.35; number 95, H, carries 0.32; number 96, H, carries 0.35; number 97, H, carries 0.39; number 98, H, carries 0.76; number 99, H, carries 0.82